# 1
The following is a DFT calculation (ωB97M-V/def2-TZVPD) of a molecular structure, C34H29AsN3O11STa.

```
! wB97M-V def2-TZVPD RIJCOSX def2/J DEFGRID3
* xyz 0 1
Ta 0.3121 -0.0400 0.0230
O -2.9451 -1.1318 -1.2701
C -2.2812 -1.2389 -0.2625
O -0.9881 -1.4402 -0.3001
C -2.7869 -1.1172 1.1268
C -4.0203 -1.5910 1.5043
C -4.3912 -1.5624 2.8488
C -3.5129 -1.0740 3.8102
C -2.2710 -0.5945 3.4310
C -1.8714 -0.5499 2.0660
O -0.7992 0.0316 1.6640
N -1.3458 -0.1477 4.4394
O -0.1687 -0.1280 4.1538
O -1.8074 0.1712 5.5151
N -5.6738 -2.0888 3.2351
O -5.9384 -2.1144 4.4164
O -6.4031 -2.4827 2.3509
H -4.6900 -1.9874 0.7549
H -3.7932 -1.0682 4.8566
O 1.4330 -1.9477 0.6975
S 2.4050 -0.8912 0.4713
O 3.7873 -1.1651 0.5858
O 1.8893 0.2846 1.2204
O 1.9826 -0.3871 -0.9210
C 2.8473 3.5580 2.7904
N 1.4748 3.5410 2.3341
C 0.6799 2.6375 3.1434
C 1.4053 3.2466 0.9087
C -0.0311 3.2199 0.4529
C -0.7279 4.4235 0.5509
C -2.0537 4.5203 0.1795
C -2.6967 3.3866 -0.2908
C -2.0096 2.1826 -0.3631
C -0.6571 2.0482 0.0043
H 2.8532 3.8840 3.8293
H 3.4205 4.2660 2.1911
H 3.3293 2.5702 2.7237
H 0.7615 2.9543 4.1821
H 1.0026 1.5887 3.0717
H -0.3627 2.7034 2.8351
H 1.9113 2.3001 0.6586
H 1.9326 4.0593 0.3938
H -0.2055 5.2838 0.9386
H -2.5732 5.4650 0.2512
H -3.7326 3.4289 -0.5899
H -2.5626 1.3082 -0.7042
C 2.8773 2.7949 -4.7564
C 2.9187 1.4244 -4.9453
C 1.9963 0.6041 -4.3150
C 1.0203 1.1429 -3.4778
C 1.0375 2.5185 -3.2400
C 1.9436 3.3394 -3.8899
As -0.2735 0.0491 -2.4291
C 0.0738 -1.6897 -3.2769
C -0.0158 -1.7996 -4.6727
C 0.2851 -2.9955 -5.3006
C 0.6676 -4.0971 -4.5485
C 0.7625 -3.9947 -3.1721
C 0.4767 -2.7934 -2.5370
C -1.9169 0.5595 -3.5325
C -2.2816 1.9008 -3.6465
C -3.4239 2.2654 -4.3401
C -4.2298 1.2980 -4.9146
C -3.9006 -0.0399 -4.7717
C -2.7581 -0.4101 -4.0816
H 3.5835 3.4339 -5.2643
H 3.6748 0.9911 -5.5842
H 2.0513 -0.4676 -4.4617
H 0.3430 2.9422 -2.5208
H 1.9270 4.4053 -3.7140
H -0.3209 -0.9203 -5.2436
H 0.2274 -3.0738 -6.3760
H 0.9022 -5.0324 -5.0351
H 1.0618 -4.8510 -2.5848
H 0.5755 -2.7365 -1.4595
H -1.6767 2.6627 -3.1713
H -3.6875 3.3092 -4.4208
H -5.1190 1.5845 -5.4551
H -4.5434 -0.8001 -5.1905
H -2.5266 -1.4595 -3.9413
*
```

Results
LUMO level	-1.73	eV

***

# 2
The following is a DFT calculation (ωB97M-V/def2-TZVPD) of a molecular structure, C54H50AsMnN10O.

```
! wB97M-V def2-TZVPD RIJCOSX def2/J DEFGRID3
* xyz 1 4
Mn -1.3005 1.2655 0.5461
C 1.3810 2.2608 -2.7649
C 0.7412 1.5520 -1.7536
N -0.3613 1.9965 -1.1978
C -0.8930 3.1783 -1.5924
C -0.3712 3.8880 -2.6877
C 0.8347 3.4318 -3.2334
C -1.1661 5.0101 -3.1314
C -2.2507 5.4340 -2.4461
C -2.7269 4.7182 -1.2954
C -2.0202 3.6431 -0.8066
N -2.3394 2.8535 0.2871
C -3.0768 3.1585 1.3950
C -3.6434 4.4164 1.7238
C -4.2884 4.5837 2.9558
C -4.5296 3.5040 3.8412
C -4.0818 2.2230 3.4544
C -4.4260 1.0550 4.1556
C -3.9964 -0.1527 3.7131
C -3.0876 -0.1888 2.6355
N -2.7360 0.8936 1.9780
C -3.3075 2.0957 2.2938
H 2.2632 1.8398 -3.2609
H 1.1508 0.6079 -1.3950
H 1.2578 3.9983 -4.0138
H -0.8398 5.5068 -4.0089
H -2.8561 6.2726 -2.8351
H -3.6488 5.0811 -0.7983
H -3.3614 5.2466 1.0858
H -4.6871 5.5578 3.1741
H -5.1308 3.6619 4.7422
H -5.0679 1.2001 5.0323
H -4.2264 -1.1054 4.2278
H -2.6738 -1.1331 2.3681
O 0.3420 -1.1577 2.8886
C 0.0651 -0.9252 1.8055
N -0.2457 -0.6065 0.6338
C -1.2980 -8.1340 -2.4954
C -1.3906 -6.6581 -2.3131
C -1.1405 -6.0897 -1.0466
C -1.0285 -4.7294 -0.8972
C -0.7491 -4.1934 0.4713
C -1.2012 -3.8157 -1.9651
As -1.3006 -1.8811 -1.5375
N 0.1926 -1.4067 -0.4447
C 1.5920 -1.6919 -0.4962
C 2.0781 -2.8384 -1.1222
C 3.4221 -3.1179 -1.1257
C 4.2619 -2.2959 -0.3836
C 3.8158 -1.1613 0.2516
C 2.4855 -0.8193 0.1932
C -0.9174 -0.8852 -3.2036
C -1.8648 0.0645 -3.5358
C -3.0887 0.3126 -2.7173
C -1.7171 0.8369 -4.6718
C -0.7072 0.6487 -5.5838
C -0.6411 1.4426 -6.8520
C 0.2258 -0.3407 -5.2819
C 0.1594 -1.0513 -4.0814
C 1.2167 -2.0465 -3.9146
C -1.4926 -4.3995 -3.2306
C -1.9727 -3.5930 -4.4650
C -1.5642 -5.7716 -3.3660
H -1.9722 -8.5529 -3.2247
H -1.3869 -8.6631 -1.5557
H -0.3103 -8.3193 -2.9052
H -1.0122 -6.7441 -0.1821
H -0.9113 -4.9411 1.2279
H -1.3386 -3.3399 0.7231
H 0.3187 -3.8838 0.5442
H 1.3804 -3.5517 -1.4950
H 3.8184 -4.0163 -1.5834
H 5.2927 -2.6060 -0.2864
H 4.5049 -0.5791 0.8443
H 2.1260 0.0917 0.6608
H -2.8167 0.4521 -1.6587
H -3.7887 -0.5431 -2.6771
H -3.7005 1.1323 -3.1021
H -2.5347 1.5123 -4.8750
H 0.1586 1.0478 -7.5079
H -0.4399 2.4416 -6.5559
H -1.5717 1.4426 -7.3812
H 1.0489 -0.5083 -5.9793
H 1.8017 -2.0862 -4.8330
H 0.7409 -3.0245 -3.7492
H 1.8039 -1.8650 -3.0253
H -2.8949 -3.0335 -4.2753
H -2.0873 -4.2773 -5.3346
H -1.2315 -2.8452 -4.7776
H -1.9677 -6.1675 -4.3253
C 0.0931 1.6344 4.2989
C 0.8142 2.1870 3.1304
N 0.4100 2.2034 1.8872
C 1.4385 2.8481 1.1869
C 2.4199 3.2700 2.0387
N 2.0083 2.8493 3.2886
C 2.8792 2.7117 4.4192
N 3.5261 1.4094 4.3378
N 4.2553 1.1191 3.2074
N 5.2077 0.3300 3.5266
C 5.1948 0.1766 4.9198
C 6.1520 -0.4289 5.7800
C 5.9434 -0.2880 7.0960
C 4.8113 0.4059 7.5996
C 3.8819 0.9734 6.8033
C 4.1212 0.8746 5.4339
H -0.7990 1.2080 3.8222
H -0.1786 2.4010 5.0476
H 0.7126 0.8723 4.7775
H 1.3697 3.0024 0.1214
H 3.3378 3.8063 1.9085
H 2.2868 2.7653 5.3241
H 3.6031 3.5249 4.3423
H 6.9928 -0.9995 5.3967
H 6.6577 -0.7157 7.8330
H 4.7198 0.5045 8.6782
H 3.0398 1.5319 7.1825
*
```

Results
<S²>	3.78
LUMO level (alpha / beta)	-2.40 / -2.51	eV